(1)
{
  "formula": "C5H9N3",
  "method": "wB97M-V/def2-TZVPD",
  "species": ["C", "C", "N", "C", "C", "N", "C", "N", "H", "H", "H", "H", "H", "H", "H", "H", "H"],
  "coordinates": [[-1.7195, -0.5575, 0.8919], [0.7927, 0.8669, -1.4717], [-0.4295, -1.8620, -0.7082], [-0.4978, -0.7081, 0.0242], [0.3891, 0.4765, -0.0806], [0.2490, 1.5090, 0.8336], [1.1825, -1.0797, 0.5295], [2.1156, -1.5645, 1.0207], [0.3008, -1.8644, -1.4194], [0.0770, 1.2524, 1.7955], [0.9527, 2.2325, 0.7772], [-2.2465, -1.5069, 0.9264], [-1.4802, -0.2754, 1.9175], [-2.3593, 0.2182, 0.4720], [1.4404, 1.7430, -1.4744], [1.3414, 0.0675, -1.9732], [-0.1084, 1.0527, -2.0609]],
  "forces_ev_per_angstrom": [[0.31, -0.59, 0.52], [0.62, -0.28, -0.11], [-1.59, 2.37, 0.58], [-1.58, -2.24, -2.16], [0.03, -2.36, -0.02], [0.20, 0.00, 0.08], [2.23, 3.46, 1.03], [-0.22, -0.71, 0.03], [0.16, 0.19, 0.15], [-0.08, -0.06, -0.14], [0.05, -0.19, -0.06], [-0.02, 0.04, -0.08], [0.01, 0.08, 0.02], [0.08, 0.05, -0.08], [-0.09, 0.05, 0.01], [-0.10, 0.07, 0.13], [-0.02, 0.14, 0.10]],
  "nbo_charge": [-0.652, -0.635, -0.684, 0.238, 0.179, -0.792, 0.177, -0.359, 0.335, 0.394, 0.390, 0.253, 0.214, 0.239, 0.223, 0.244, 0.236],
  "total_charge": 0,
  "gap_ev": [8.659, 8.657],
  "e_lumo_ev": [0.56, 0.56],
  "de_lowest_kcal_mol": 99.71
}



(2)
{
  "formula": "C5H9N3",
  "method": "wB97M-V/def2-TZVPD",
  "species": ["C", "C", "C", "C", "N", "N", "C", "N", "H", "H", "H", "H", "H", "H", "H", "H", "H"],
  "coordinates": [[-0.6699, -0.0559, 1.4226], [-0.4668, 0.0612, -0.0810], [-1.7308, 0.0487, -0.9072], [0.4041, 1.2213, -0.3390], [1.6962, 1.2142, -0.3236], [2.2359, -0.0119, 0.0677], [1.4691, -1.1439, -0.3361], [0.2113, -1.1534, -0.5510], [-1.2064, -1.0053, 1.5782], [-1.3119, 0.7238, 1.8098], [0.2764, -0.0217, 1.9688], [-2.4190, 0.8476, -0.6313], [-1.4821, 0.1556, -1.9593], [-2.2462, -0.8969, -0.7690], [0.0166, 2.2616, -0.5113], [3.2127, -0.1245, -0.0719], [2.0106, -2.1205, -0.3664]],
  "forces_ev_per_angstrom": [[-0.68, -0.70, 0.04], [0.00, -0.58, -0.41], [-0.73, 0.80, 0.29], [1.53, 2.42, -0.64], [-0.75, -0.32, 0.76], [-2.20, -1.35, -0.69], [0.44, -0.64, 0.47], [1.70, -0.11, 0.88], [0.37, 0.16, 0.27], [-0.14, 0.39, -0.01], [-0.11, -0.21, -0.13], [-0.05, 0.14, 0.00], [0.02, -0.03, -0.09], [0.03, -0.12, 0.03], [0.01, -1.23, -0.17], [0.68, 0.36, -0.23], [-0.12, 1.01, -0.35]],
  "nbo_charge": [-0.610, -0.020, -0.587, 0.054, -0.235, -0.476, 0.248, -0.455, 0.221, 0.214, 0.222, 0.200, 0.219, 0.225, 0.205, 0.388, 0.186],
  "total_charge": 0,
  "smiles": "CC1(C)C=NNC=N1",
  "gap_ev": 10.014,
  "e_lumo_ev": 0.98,
  "de_lowest_kcal_mol": 34.90
}



(3)
{
  "formula": "C5H9N3",
  "method": "wB97M-V/def2-TZVPD",
  "species": ["C", "N", "C", "C", "C", "C", "N", "N", "H", "H", "H", "H", "H", "H", "H", "H", "H"],
  "coordinates": [[-1.3101, 1.0508, 0.1520], [-0.1540, 1.6930, -0.2076], [1.0451, 0.9564, -0.1083], [1.2904, -0.2946, -0.8643], [0.5371, -1.0887, -0.0269], [1.0105, -0.1714, 1.1960], [-0.8332, -1.4904, -0.2232], [-1.6582, -0.2629, -0.0664], [-2.2243, 1.4419, 0.0537], [1.9020, 1.6154, -0.1953], [1.1630, -0.3732, -2.0606], [2.5260, -0.5290, -0.7587], [0.8387, -2.0395, 0.3567], [0.3092, 0.3741, 1.8383], [2.1283, -0.3153, 1.5893], [-0.9411, -1.8574, 0.6792], [-2.6213, -0.6092, -0.1131]],
  "forces_ev_per_angstrom": [[5.34, -1.33, -3.98], [-3.98, -1.58, 2.54], [1.59, -0.13, 1.55], [5.02, 0.61, -7.48], [-0.18, -4.36, 5.19], [0.86, 3.41, -1.37], [-0.42, 4.17, -0.26], [0.01, -2.53, 0.08], [-3.08, 3.19, 0.34], [-0.02, 0.40, 0.38], [-0.12, 0.32, 2.50], [-3.42, 0.45, -0.11], [1.54, -1.22, -0.95], [0.25, -0.96, 0.59], [-2.84, -0.15, -0.72], [-0.95, -1.47, 1.44], [0.42, 1.17, 0.25]],
  "nbo_charge": [0.233, -0.504, -0.052, -0.423, -0.126, -0.458, -0.379, -0.480, 0.178, 0.187, 0.207, 0.221, 0.206, 0.221, 0.230, 0.343, 0.394],
  "total_charge": 0,
  "smiles": "C1=N[C@H]2C[C@H](C2)NN1",
  "gap_ev": 8.974,
  "e_lumo_ev": 0.72,
  "de_lowest_kcal_mol": 143.76
}



(4)
{
  "formula": "C5H9N3",
  "method": "wB97M-V/def2-TZVPD",
  "species": ["C", "C", "C", "C", "C", "N", "N", "N", "H", "H", "H", "H", "H", "H", "H", "H", "H"],
  "coordinates": [[-2.0955, -1.7978, -0.0215], [-0.2969, -0.4694, 0.0153], [1.5202, 0.8605, -0.9939], [0.6974, 1.4229, 1.3311], [0.6233, 0.6491, 0.1174], [-0.5159, -1.3457, -1.3539], [-1.5074, -2.0512, -1.1560], [-1.4127, -0.9083, 0.6384], [-3.0203, -2.2818, 0.5113], [0.2761, -1.3904, -2.0358], [2.4646, 0.4222, -0.7080], [1.1558, 0.5151, -1.9042], [1.7135, 1.4794, 1.7090], [-0.0342, 1.0009, 2.0535], [0.5504, 2.5065, 1.2117], [1.7415, 2.0001, -0.8664], [-1.8598, -0.6122, 1.4520]],
  "forces_ev_per_angstrom": [[-2.53, -1.47, 1.94], [-0.79, -1.22, -4.18], [0.42, 3.25, 2.24], [-1.40, -0.38, 0.98], [-0.87, -1.77, 0.04], [2.88, 4.26, 5.40], [-0.90, -2.81, -3.28], [1.66, 1.10, -0.46], [1.76, 0.73, -1.82], [-1.38, -0.70, -0.02], [0.73, -0.42, 0.01], [-0.23, -0.17, -1.74], [0.54, -0.51, 0.27], [0.86, 0.72, 0.03], [-0.46, -0.07, -0.45], [-0.16, -1.77, -1.21], [-0.14, 1.22, 2.24]],
  "nbo_charge": [0.236, 0.211, -0.707, -0.742, 0.429, -0.145, -0.043, -0.388, 0.321, 0.490, 0.337, 0.252, 0.345, 0.251, 0.350, 0.320, 0.482],
  "total_charge": 2,
  "gap_ev": 8.232,
  "e_lumo_ev": -12.01,
  "de_lowest_kcal_mol": 76.04
}



(5)
{
  "formula": "C5H9N3O",
  "method": "wB97M-V/def2-TZVPD",
  "species": ["C", "C", "C", "C", "C", "N", "N", "N", "O", "H", "H", "H", "H", "H", "H", "H", "H", "H"],
  "coordinates": [[0.8755, -0.4596, -3.0158], [1.7653, -0.5449, -1.0221], [-0.1658, -0.1768, -2.1783], [0.4585, -0.2666, -0.8680], [0.0813, 1.1099, 1.8655], [-1.5513, -0.1671, -2.2357], [-0.5551, -1.1698, 1.7898], [-0.6271, 0.0443, 1.2319], [2.0724, -0.6472, -2.3535], [1.1831, -0.3720, -4.0635], [2.4668, -0.7628, -0.1820], [-0.0374, 2.0728, 1.1966], [-0.4933, 1.4008, 2.8857], [1.1965, 1.1561, 1.9263], [-1.9551, 0.5558, -1.6187], [-1.8574, -0.2229, -3.1683], [-1.3612, -1.7150, 1.8697], [0.1360, -1.2720, 2.5029]],
  "forces_ev_per_angstrom": [[0.71, 0.71, -1.27], [-0.08, -0.02, 1.47], [1.29, -1.08, 1.81], [-0.10, 0.54, 0.41], [-0.55, 3.51, 0.26], [0.27, 0.69, 0.65], [1.90, 1.76, 0.39], [-0.45, -0.93, -1.85], [-0.26, -0.16, 1.42], [-1.29, -0.18, 0.19], [-0.16, 0.24, -1.49], [-0.29, -1.88, 1.10], [1.58, -0.87, -2.01], [-0.65, -1.04, 0.58], [0.15, -0.70, -0.90], [-1.03, 0.41, -0.99], [-1.39, -0.60, -0.25], [0.33, -0.39, 0.50]],
  "nbo_charge": [-0.009, -0.031, -0.013, 0.011, -0.489, -0.804, -0.577, -0.184, -0.425, 0.204, 0.201, 0.222, 0.206, 0.203, 0.392, 0.372, 0.377, 0.342],
  "total_charge": 0,
  "gap_ev": [8.293, 8.036],
  "e_lumo_ev": [0.54, 0.29],
  "de_lowest_kcal_mol": 164.13
}



(6)
{
  "formula": "C5H9N3O",
  "method": "wB97M-V/def2-TZVPD",
  "species": ["C", "C", "C", "C", "C", "N", "N", "N", "O", "H", "H", "H", "H", "H", "H", "H", "H", "H"],
  "coordinates": [[0.7563, 0.3168, -0.3329], [0.0220, -1.5509, 1.8946], [-0.9900, 0.6039, 1.1863], [1.4613, 0.5975, -1.6604], [-1.3283, 0.9877, -1.2400], [-0.6533, -0.4000, 1.9628], [-0.4823, 0.4836, -0.1896], [0.1177, -2.1391, 3.0624], [-1.6748, 1.5576, 1.4912], [2.2923, -0.0439, -1.7864], [1.8029, 1.5775, -1.3363], [0.9162, 0.5882, -2.6096], [-2.1402, 1.6261, -0.7283], [-0.7317, 1.6157, -1.9572], [-1.6747, 0.2200, -1.8926], [-0.8633, -0.0885, 2.9400], [-0.2021, -1.6250, 3.8397], [0.5140, -2.9737, 3.1217]],
  "forces_ev_per_angstrom": [[4.28, -1.05, -0.04], [0.45, -1.60, -2.35], [-0.51, 1.80, -3.67], [-1.92, -0.15, 1.17], [-1.14, 2.70, -0.28], [-0.10, -0.04, 4.96], [-2.15, 0.82, 0.13], [-1.75, 4.43, -1.59], [0.55, -0.95, 0.27], [1.00, -0.53, 0.22], [0.42, 0.50, -0.67], [-0.18, 0.34, 0.07], [1.05, -1.14, -1.28], [-0.60, -0.15, 1.12], [-0.81, -0.86, -0.01], [-0.25, -0.13, -0.51], [-0.37, 0.10, 1.86], [2.04, -4.09, 0.60]],
  "nbo_charge": [0.135, 0.250, 0.844, -0.733, -0.457, -0.645, -0.469, -0.750, -0.579, 0.234, 0.247, 0.181, 0.242, 0.208, 0.208, 0.347, 0.340, 0.394],
  "total_charge": 0,
  "gap_ev": 8.159,
  "e_lumo_ev": 0.90,
  "de_lowest_kcal_mol": 113.93
}



no.,strongest force on any atom (eV/A)
1,4.24
2,2.94
3,9.03
4,7.46
5,3.56
6,5.02